(1)
Computed, not measured: C45H35ClN8O7S2SeSiTa as an isolated structure at a distorted geometry, with wB97M-V/def2-TZVPD.

Element x y z (Å)
Ta1 0.926 -0.578 1.081
C1 -2.756 1.316 2.509
C2 -3.767 0.365 2.578
C3 -3.478 -0.922 2.201
C4 -2.199 -1.270 1.748
N1 -1.236 -0.335 1.660
C5 -1.529 0.922 2.051
N2 -2.041 -2.602 1.441
C6 -0.931 -3.172 1.168
N3 0.353 -2.648 1.119
C7 1.234 -3.685 0.858
N4 2.513 -3.722 0.787
C8 3.393 -2.687 0.996
C9 4.750 -3.047 1.058
C10 5.714 -2.095 1.260
C11 5.326 -0.763 1.409
C12 3.990 -0.471 1.359
N5 3.041 -1.403 1.153
C13 0.460 -4.939 0.725
C14 0.871 -6.227 0.453
C15 -0.114 -7.209 0.389
C16 -1.456 -6.892 0.603
C17 -1.850 -5.587 0.883
C18 -0.863 -4.627 0.930
H1 -2.906 2.351 2.781
H2 -4.759 0.627 2.923
H3 -4.207 -1.718 2.238
H4 -0.724 1.635 2.008
H5 4.979 -4.095 0.935
H6 6.759 -2.373 1.303
H7 6.039 0.033 1.567
H8 3.637 0.543 1.498
H9 1.917 -6.450 0.291
H10 0.162 -8.233 0.169
H11 -2.200 -7.676 0.543
H12 -2.887 -5.321 1.039
O1 0.899 0.490 -1.686
Cl1 1.963 -0.454 -1.874
O2 2.054 -0.925 -3.211
O3 3.227 0.078 -1.441
O4 1.607 -1.580 -0.975
N6 -7.771 -2.104 -2.685
C19 -6.472 -1.605 -2.478
C20 -5.707 -2.055 -1.405
C21 -4.442 -1.540 -1.179
C22 -3.931 -0.560 -2.018
C23 -4.681 -0.115 -3.097
C24 -5.947 -0.630 -3.323
S1 -2.307 0.116 -1.731
O5 -2.437 1.062 -0.641
O6 -1.890 0.665 -3.002
N7 -1.475 -1.117 -1.200
C25 -1.189 -2.129 -2.075
S2 -1.196 -1.972 -3.841
C26 -0.743 -3.631 -3.962
C27 -0.605 -4.160 -2.728
N8 -0.864 -3.324 -1.673
H13 -7.902 -3.038 -2.328
H14 -8.071 -2.046 -3.646
H15 -6.103 -2.827 -0.754
H16 -3.828 -1.924 -0.375
H17 -4.252 0.622 -3.762
H18 -6.532 -0.285 -4.169
H19 -0.596 -4.112 -4.914
H20 -0.313 -5.182 -2.519
Se1 1.295 -0.551 3.444
O7 1.249 1.320 0.830
Si1 1.557 2.925 0.579
C28 2.976 3.353 1.720
C29 2.981 2.808 3.008
C30 4.003 3.093 3.903
C31 5.039 3.937 3.526
C32 5.048 4.494 2.255
C33 4.026 4.203 1.360
C34 2.027 3.318 -1.182
C35 3.304 2.992 -1.648
C36 3.678 3.248 -2.958
C37 2.777 3.840 -3.831
C38 1.508 4.181 -3.387
C39 1.141 3.926 -2.074
C40 0.056 3.929 1.049
C41 -1.179 3.679 0.440
C42 -2.293 4.446 0.753
C43 -2.193 5.475 1.680
C44 -0.977 5.733 2.298
C45 0.137 4.965 1.985
H21 2.190 2.128 3.309
H22 3.991 2.649 4.891
H23 5.839 4.159 4.222
H24 5.855 5.153 1.957
H25 4.043 4.642 0.370
H26 4.012 2.507 -0.987
H27 4.666 2.968 -3.303
H28 3.061 4.029 -4.859
H29 0.798 4.634 -4.067
H30 0.145 4.194 -1.747
H31 -1.294 2.860 -0.261
H32 -3.240 4.223 0.276
H33 -3.063 6.073 1.925
H34 -0.897 6.531 3.027
H35 1.081 5.171 2.475

Forces on the atoms, in the same order (eV/Å):
0.1 0.3 2.0
0.0 0.0 0.0
0.0 0.0 0.0
-0.1 0.0 0.0
0.0 -0.1 -0.1
0.2 -0.1 -0.2
0.0 0.0 0.1
-0.1 0.1 0.1
0.2 0.1 0.1
-0.1 -0.2 -0.3
-0.2 0.0 0.1
0.2 0.0 0.1
-0.1 0.0 -0.1
0.0 -0.1 0.0
0.0 0.1 0.0
0.1 0.0 0.0
0.0 0.0 0.0
-0.2 0.1 -0.1
0.1 0.1 0.0
0.0 -0.1 0.0
0.0 0.1 0.0
0.0 0.0 0.0
-0.1 -0.1 0.0
0.0 0.1 0.0
0.0 0.0 0.0
0.0 0.0 0.0
0.0 0.0 0.0
0.0 0.0 0.0
0.0 0.0 0.0
0.0 0.0 0.0
0.0 0.0 0.0
0.0 0.0 0.0
0.0 0.0 0.0
0.0 0.0 0.0
0.0 0.0 0.0
0.0 0.0 0.0
0.4 0.2 -0.4
0.0 0.6 -0.9
-0.1 -0.1 0.2
-0.1 -0.1 0.1
-0.1 0.0 0.6
0.0 0.0 0.0
-0.1 0.0 0.0
0.0 0.0 0.0
0.0 0.0 0.0
-0.1 0.1 -0.1
0.0 0.0 0.1
0.0 0.0 0.0
-0.1 -0.2 0.1
0.0 0.0 0.0
0.0 0.0 0.0
0.2 0.0 -0.1
-0.2 0.5 -0.2
0.0 -0.1 0.1
0.0 0.1 0.0
0.0 -0.1 0.1
0.1 -0.2 0.0
0.0 0.0 0.0
0.0 0.0 0.0
0.0 0.0 0.0
0.0 0.0 0.0
0.0 0.0 0.0
0.0 0.0 0.0
0.0 0.0 0.0
0.0 0.0 0.0
-0.1 0.0 -0.9
-0.2 -0.9 -0.1
0.1 0.0 -0.2
0.1 0.0 0.0
0.0 0.0 0.0
0.0 0.0 0.0
0.0 0.0 0.0
0.0 0.0 0.0
0.0 0.0 0.1
0.1 0.0 0.0
0.0 0.0 0.0
0.0 0.0 0.0
0.0 0.0 0.0
0.0 0.0 0.0
0.0 0.0 0.0
-0.1 0.0 0.1
0.0 0.1 0.0
0.0 0.0 0.0
0.0 0.0 0.0
0.0 0.0 0.0
0.0 0.0 0.0
0.0 0.0 0.0
0.0 0.0 0.0
0.0 0.0 0.0
0.0 0.0 0.0
0.0 0.0 0.0
0.0 0.0 0.0
0.0 0.0 0.0
0.0 0.0 0.0
0.0 0.0 0.0
0.0 0.0 0.0
0.0 0.0 0.0
0.0 0.0 0.0
0.0 0.0 0.0
0.0 0.0 0.0
0.0 0.0 0.0

The energy above the lowest of the compared OMol25 structures with the same formula, charge and spin comes out at 234.6 kJ/mol. Its molecular weight is 1187.4 g mol⁻¹. For the frontier orbital gap, the calculation gives 0.2249 Eh. The highest occupied orbital energy comes out at -0.1750 Ha. The net charge is -1.

Here are the Löwdin charges for atoms 1 to 99, given in e:
1 Ta 1.50
2 C -0.05
3 C -0.04
4 C -0.01
5 C -0.33
6 N -0.06
7 C -0.18
8 N 0.18
9 C -0.30
10 N -0.04
11 C -0.28
12 N 0.18
13 C -0.31
14 C 0.00
15 C -0.06
16 C -0.05
17 C -0.17
18 N -0.09
19 C -0.11
20 C -0.01
21 C -0.08
22 C -0.08
23 C -0.01
24 C -0.12
25 H 0.11
26 H 0.11
27 H 0.11
28 H 0.07
29 H 0.11
30 H 0.10
31 H 0.11
32 H 0.08
33 H 0.11
34 H 0.09
35 H 0.10
36 H 0.11
37 O -0.35
38 Cl 0.69
39 O -0.28
40 O -0.32
41 O -0.44
42 N 0.07
43 C -0.33
44 C -0.03
45 C -0.05
46 C -0.28
47 C -0.06
48 C -0.04
49 S 0.53
50 O -0.32
51 O -0.36
52 N -0.16
53 C -0.69
54 S 1.04
55 C -0.43
56 C -0.26
57 N 0.05
58 H 0.08
59 H 0.08
60 H 0.11
61 H 0.09
62 H 0.11
63 H 0.10
64 H 0.05
65 H 0.10
66 Se 0.19
67 O -0.49
68 Si 0.55
69 C -0.23
70 C -0.11
71 C -0.08
72 C -0.10
73 C -0.09
74 C -0.09
75 C -0.22
76 C -0.12
77 C -0.08
78 C -0.09
79 C -0.08
80 C -0.07
81 C -0.22
82 C -0.11
83 C -0.08
84 C -0.10
85 C -0.09
86 C -0.08
87 H 0.03
88 H 0.10
89 H 0.10
90 H 0.10
91 H 0.10
92 H 0.10
93 H 0.10
94 H 0.10
95 H 0.10
96 H 0.09
97 H 0.09
98 H 0.11
99 H 0.10

***

(2)
Computed, not measured: C45H36AsNO7S6W as an isolated structure, with wB97M-V/def2-TZVPD.

Element x y z (Å)
W1 -0.379 0.402 0.777
S1 -2.689 0.085 1.973
C1 -3.268 -0.475 0.466
N1 -2.370 -0.722 -0.443
C2 -2.942 -1.148 -1.631
C3 -2.264 -1.532 -2.788
C4 -2.995 -1.977 -3.873
C5 -4.388 -2.047 -3.826
C6 -5.075 -1.676 -2.683
C7 -4.341 -1.230 -1.592
S2 -4.918 -0.726 -0.024
H1 -1.189 -1.458 -2.822
H2 -2.476 -2.270 -4.776
H3 -4.939 -2.396 -4.689
H4 -6.154 -1.736 -2.641
S3 0.013 -0.132 3.296
C8 1.002 1.116 4.036
C9 1.944 0.818 5.019
C10 2.613 1.847 5.664
C11 2.370 3.176 5.338
C12 1.448 3.481 4.346
C13 0.770 2.452 3.709
As1 -0.505 2.664 2.300
C14 0.155 4.253 1.432
C15 1.525 4.307 1.178
C16 2.063 5.406 0.536
C17 1.237 6.449 0.136
C18 -0.124 6.394 0.385
C19 -0.670 5.296 1.037
C20 -2.172 3.187 3.099
C21 -2.303 3.311 4.475
C22 -3.533 3.661 5.018
C23 -4.620 3.884 4.187
C24 -4.488 3.750 2.810
C25 -3.268 3.392 2.263
H5 2.141 -0.214 5.277
H6 3.342 1.607 6.428
H7 2.904 3.969 5.844
H8 1.262 4.510 4.065
H9 2.161 3.477 1.462
H10 3.126 5.444 0.334
H11 1.658 7.306 -0.376
H12 -0.769 7.203 0.068
H13 -1.734 5.259 1.227
H14 -1.453 3.128 5.121
H15 -3.641 3.755 6.090
H16 -5.578 4.156 4.612
H17 -5.340 3.911 2.162
H18 -3.171 3.253 1.191
O1 1.220 0.987 0.861
S4 1.268 0.451 -2.058
O2 1.977 -0.678 -2.695
O3 0.144 -0.200 -1.127
C26 0.035 0.948 -3.300
C27 0.096 0.363 -4.547
C28 -0.914 0.605 -5.474
C29 -1.982 1.418 -5.140
C30 -2.031 2.025 -3.890
C31 -1.020 1.799 -2.974
S5 -0.998 2.752 -1.480
O4 0.349 3.206 -1.344
O5 -2.059 3.707 -1.561
O6 -1.350 1.788 -0.337
H19 0.926 -0.297 -4.769
H20 -0.865 0.145 -6.453
H21 -2.777 1.597 -5.852
H22 -2.835 2.697 -3.620
O7 -0.245 -1.622 1.038
S6 0.755 -2.746 0.701
C32 2.378 -1.962 0.662
C33 3.414 -2.955 0.221
C34 3.658 -4.110 0.961
C35 4.597 -5.030 0.525
C36 5.308 -4.794 -0.644
C37 5.074 -3.640 -1.376
C38 4.122 -2.724 -0.952
C39 0.473 -3.202 -1.031
C40 0.883 -4.629 -1.258
C41 0.274 -5.664 -0.553
C42 0.660 -6.977 -0.763
C43 1.658 -7.269 -1.683
C44 2.260 -6.243 -2.396
C45 1.876 -4.927 -2.184
H23 2.519 -1.602 1.684
H24 2.319 -1.105 -0.006
H25 3.107 -4.291 1.877
H26 4.776 -5.930 1.098
H27 6.045 -5.510 -0.983
H28 5.627 -3.453 -2.288
H29 3.905 -1.841 -1.542
H30 0.984 -2.498 -1.683
H31 -0.607 -3.060 -1.124
H32 -0.507 -5.439 0.166
H33 0.180 -7.775 -0.210
H34 1.961 -8.294 -1.846
H35 3.037 -6.465 -3.117
H36 2.350 -4.124 -2.733

Forces on the atoms, in the same order (eV/Å):
0.0 0.5 0.2
-0.1 0.0 0.1
0.2 0.0 -0.1
-0.1 0.0 0.1
0.0 -0.1 0.0
0.0 0.0 0.0
0.0 0.0 0.0
0.0 0.0 0.0
0.0 0.0 0.0
0.0 0.0 0.1
0.0 0.0 0.0
0.1 0.0 0.0
0.0 0.0 0.0
0.0 0.0 0.0
0.0 0.0 0.0
0.1 -0.3 -0.1
0.0 0.2 0.0
0.0 0.0 0.0
0.0 0.0 0.0
0.0 0.0 0.0
0.0 0.0 0.0
0.0 -0.1 0.0
-0.1 -0.1 -0.1
0.1 0.0 0.0
0.0 0.0 0.0
0.0 0.0 0.0
0.0 0.0 0.0
0.0 0.0 0.0
0.0 0.0 0.0
0.0 0.0 -0.1
0.0 0.0 0.0
0.0 0.0 0.0
0.0 0.0 0.0
0.0 0.0 0.0
0.0 0.0 0.0
0.0 0.0 0.0
0.0 0.0 0.0
0.0 0.0 0.0
0.0 0.0 0.0
0.0 0.0 0.0
0.0 0.0 0.0
0.0 0.0 0.0
0.0 0.0 0.0
0.0 0.0 0.0
0.0 0.0 0.0
0.0 0.0 0.0
0.0 0.0 0.0
0.0 0.0 0.0
0.0 0.0 0.0
0.0 -0.1 0.0
-0.4 0.0 0.1
0.1 -0.1 0.0
0.3 0.0 0.1
0.1 0.0 0.0
0.0 0.0 0.0
0.0 0.0 0.0
0.0 0.0 0.0
0.0 0.1 0.1
0.0 -0.1 -0.2
-0.2 0.0 -0.1
0.3 0.0 0.0
-0.2 0.1 0.0
-0.1 0.2 0.1
0.0 0.0 0.0
0.0 0.0 0.0
0.0 0.0 0.0
0.0 0.0 0.0
0.1 -0.3 0.0
0.0 0.0 0.1
-0.1 0.0 0.0
0.0 0.0 0.0
0.0 0.0 0.0
0.0 0.0 0.0
0.0 0.0 0.0
0.0 0.0 0.0
0.0 0.0 0.0
0.0 0.1 0.0
0.0 -0.1 0.0
0.0 0.0 0.0
0.0 0.0 0.0
0.0 0.0 0.0
0.0 0.0 0.0
0.0 0.0 0.0
0.0 0.0 0.0
0.0 0.0 0.0
0.0 0.0 0.0
0.0 0.0 0.0
0.0 0.0 0.0
0.0 0.0 0.0
0.0 0.0 0.0
0.0 0.0 0.0
0.0 0.0 0.0
0.0 0.0 0.0
0.0 0.0 0.0
0.0 0.0 0.0
0.0 0.0 0.0
0.0 0.0 0.0

The energy above the lowest of the compared OMol25 structures with the same formula, charge and spin comes out at 18.6 kJ/mol. Its molecular weight is 1153.9 g mol⁻¹. For the frontier orbital gap, the calculation gives 0.2633 Eh. The highest occupied orbital energy comes out at -0.2789 Ha.

Quick look at the Löwdin charges, all values in e:
1 W 1.40
2 S 0.59
3 C -1.07
4 N -0.08
5 C -0.28
6 C -0.02
7 C -0.08
8 C -0.09
9 C -0.09
10 C -0.46
11 S 1.06
12 H 0.09
13 H 0.10
14 H 0.10
15 H 0.11
16 S 0.62
17 C -0.66
18 C -0.11
19 C -0.08
20 C -0.08
21 C -0.09
22 C -0.41
23 As 1.29
24 C -0.36
25 C -0.12
26 C -0.07
27 C -0.07
28 C -0.07
29 C -0.09
30 C -0.38
31 C -0.08
32 C -0.08
33 C -0.08
34 C -0.07
35 C -0.14
36 H 0.10
37 H 0.10
38 H 0.10
39 H 0.11
40 H 0.11
41 H 0.11
42 H 0.10
43 H 0.11
44 H 0.10
45 H 0.10
46 H 0.10
47 H 0.10
48 H 0.11
49 H 0.10
50 O -0.48
51 S 0.91
52 O -0.48
53 O -0.65
54 C -0.31
55 C -0.07
56 C -0.07
57 C -0.06
58 C -0.04
59 C -0.25
60 S 0.52
61 O -0.27
62 O -0.26
63 O -0.56
64 H 0.11
65 H 0.11
66 H 0.11
67 H 0.12
68 O -0.77
69 S 1.10
70 C -0.26
71 C -0.28
72 C -0.05
73 C -0.07
74 C -0.08
75 C -0.07
76 C -0.04
77 C -0.25
78 C -0.28
79 C -0.05
80 C -0.08
81 C -0.08
82 C -0.07
83 C -0.04
84 H 0.11
85 H 0.06
86 H 0.12
87 H 0.11
88 H 0.10
89 H 0.11
90 H 0.11
91 H 0.07
92 H 0.10
93 H 0.11
94 H 0.10
95 H 0.10
96 H 0.11
97 H 0.12